(1)
17
Properties=species:S:1:pos:R:3 method="wB97M-V/def2-TZVPD" homo_energy_ev=-3.608 charge=-1 de_lowest_ev=1.5570 orbital_gap_ev=7.409 spin_multiplicity=1
O 3.020 -1.652 0.527
C 2.012 -0.963 0.614
N 1.880 -0.056 1.620
C 0.861 -0.975 -0.409
N -0.191 -0.087 0.032
C -0.437 1.203 -0.804
O -1.696 1.273 -1.231
H 1.105 0.585 1.489
H 2.766 0.300 1.925
H 0.544 -1.998 -0.614
H 1.391 -0.589 -1.281
H -1.092 -0.538 0.079
H 0.323 1.215 -1.611
H -0.262 1.956 -0.002
H -2.968 0.754 0.000
H -3.605 -0.503 -0.546
O -3.651 0.075 0.214


(2)
77
Properties=species:S:1:pos:R:3 method="wB97M-V/def2-TZVPD" homo_energy_ev=-2.685 charge=-1 orbital_gap_ev=4.628 spin_multiplicity=1
N -2.022 0.371 0.129
C -1.885 -0.353 1.110
O -1.560 -1.576 1.840
N -0.199 -1.551 2.134
H 0.269 -1.422 1.213
C 2.749 2.600 -0.376
O 2.663 1.575 0.612
C 3.755 1.462 1.386
O 4.757 2.135 1.306
O 3.540 0.468 2.264
C 4.624 0.231 3.157
H 1.815 2.601 -0.940
H 2.869 3.579 0.094
H 3.569 2.400 -1.069
H 4.820 1.115 3.769
H 5.520 -0.064 2.607
H 4.338 -0.589 3.817
C -1.916 6.812 -2.761
O -1.596 6.290 -1.475
C -1.663 4.946 -1.392
O -1.961 4.196 -2.291
O -1.342 4.590 -0.140
C -1.370 3.177 0.100
H -1.829 7.898 -2.712
H -1.213 6.443 -3.512
H -2.943 6.559 -3.036
H -0.647 2.664 -0.535
H -2.373 2.780 -0.058
H -1.094 3.008 1.142
C 3.773 -0.192 -6.225
O 3.255 -1.066 -5.225
C 3.491 -0.661 -3.962
O 4.081 0.342 -3.638
O 2.955 -1.567 -3.128
C 3.130 -1.264 -1.743
H 3.527 -0.614 -7.200
H 3.312 0.795 -6.150
H 4.861 -0.117 -6.146
H 2.642 -0.320 -1.491
H 4.191 -1.232 -1.487
H 2.660 -2.059 -1.164
C -5.049 0.450 7.662
O -5.034 -0.423 6.536
C -3.802 -0.840 6.175
O -2.767 -0.538 6.717
O -3.932 -1.647 5.112
C -2.696 -2.171 4.614
H -6.087 0.720 7.861
H -4.648 -0.054 8.545
H -4.488 1.363 7.450
H -2.201 -2.780 5.375
H -2.042 -1.364 4.279
H -2.922 -2.807 3.758
C 9.942 -2.910 -8.569
O 8.999 -2.347 -7.660
C 7.839 -3.024 -7.579
O 7.558 -4.025 -8.194
O 7.049 -2.392 -6.695
C 5.774 -3.004 -6.507
H 10.835 -2.285 -8.552
H 10.221 -3.920 -8.259
H 9.542 -2.915 -9.586
H 5.886 -4.017 -6.114
H 5.208 -3.012 -7.441
H 5.223 -2.412 -5.776
C -11.386 -0.828 4.688
O -10.393 -1.585 5.375
C -9.163 -1.501 4.833
O -8.863 -0.861 3.855
O -8.332 -2.254 5.571
C -6.978 -2.261 5.109
H -12.334 -0.968 5.210
H -11.139 0.236 4.702
H -11.501 -1.184 3.661
H -6.556 -1.257 5.140
H -6.917 -2.675 4.100
H -6.399 -2.899 5.778


(3)
55
Properties=species:S:1:pos:R:3 method="wB97M-V/def2-TZVPD" homo_energy_ev="-9.305 / -10.283" charge=+1 de_lowest_ev=0.4300 orbital_gap_ev="6.132 / 5.039" spin_multiplicity=5 s2=6.033
Ru 0.704 0.043 0.077
S 2.758 0.900 0.639
C 3.884 -0.300 0.028
C 5.219 -0.182 0.212
C 6.030 -1.231 -0.054
C 7.410 -1.088 0.036
N 8.553 -0.958 -0.104
C 5.489 -2.525 -0.384
C 4.139 -2.637 -0.801
C 3.332 -1.475 -0.668
S 1.675 -1.590 -1.054
C 6.421 -3.652 -0.377
N 7.197 -4.519 -0.439
H 5.683 0.785 0.439
H 3.749 -3.503 -1.361
S -0.550 1.141 2.088
C -0.392 -0.487 2.574
N 0.418 -1.230 1.826
C 0.363 -2.601 2.110
C 1.164 -3.662 1.601
C 1.040 -4.904 2.237
C 0.143 -5.135 3.274
C -0.695 -4.141 3.801
C -0.487 -2.853 3.279
S -1.074 -1.426 4.024
H 1.723 -3.455 0.688
H 1.779 -5.670 1.897
H 0.052 -6.135 3.604
H -1.424 -4.303 4.591
N 0.502 1.395 -1.526
C -0.945 1.728 -1.701
C -1.199 3.034 -1.017
C -2.117 4.014 -1.903
C -3.534 3.499 -2.214
N -4.250 3.675 -1.005
C -5.261 2.881 -0.667
N -5.389 1.727 -1.371
N -6.151 3.362 0.246
C -1.790 0.518 -1.261
O -2.964 0.394 -1.649
O -1.241 -0.402 -0.563
H 1.242 2.124 -1.436
H 0.856 0.827 -2.298
H -1.253 1.773 -2.808
H -0.255 3.589 -0.811
H -1.710 2.947 -0.012
H -1.597 4.195 -2.822
H -2.097 4.996 -1.378
H -3.405 2.444 -2.464
H -3.891 3.987 -3.150
H -4.188 4.644 -0.631
H -4.514 1.237 -1.592
H -6.140 1.088 -1.053
H -6.050 4.236 0.734
H -6.965 2.879 0.569


(4)
22
Properties=species:S:1:pos:R:3 method="wB97M-V/def2-TZVPD" homo_energy_ev=-8.584 charge=0 smiles="C=C(/C=C/C)CCC" de_lowest_ev=1.1772 orbital_gap_ev=9.693 spin_multiplicity=1
C -1.762 0.683 0.844
C -0.495 0.383 0.571
C 0.214 -0.563 1.460
C 1.495 -0.900 1.445
C 2.071 -2.002 2.283
C 0.236 0.860 -0.644
C -0.570 1.497 -1.763
C -1.231 0.435 -2.684
H -2.239 0.334 1.750
H -2.415 1.223 0.167
H -0.448 -1.077 2.157
H 2.170 -0.465 0.716
H 1.306 -2.738 2.535
H 2.559 -1.635 3.187
H 2.848 -2.557 1.756
H 1.033 1.549 -0.334
H 0.888 0.069 -1.034
H -1.371 2.117 -1.371
H 0.073 2.135 -2.363
H -2.211 0.197 -2.266
H -0.646 -0.472 -2.789
H -1.505 0.926 -3.622


(5)
16
Properties=species:S:1:pos:R:3 method="wB97M-V/def2-TZVPD" homo_energy_ev="-11.139 / -14.330" charge=+1 de_lowest_ev=2.7725 orbital_gap_ev="7.800 / 7.788" spin_multiplicity=3 s2=2.037
C 1.160 -0.206 -0.265
C -1.050 0.983 1.280
C -0.957 0.712 -0.172
N -2.345 -0.854 -1.277
N -1.825 0.029 -0.700
N 1.327 -1.111 -1.209
N 2.022 0.017 0.731
H -2.009 1.438 1.559
H -1.176 0.029 1.713
H -0.256 1.506 1.758
H -0.672 1.646 -0.830
H -1.737 -1.665 -1.596
H 0.494 -1.397 -1.792
H 2.166 -1.661 -1.385
H 1.815 0.783 1.402
H 3.043 -0.248 0.783


(6)
69
Properties=species:S:1:pos:R:3 method="wB97M-V/def2-TZVPD" homo_energy_ev="-0.533 / -0.552" charge=-2 de_lowest_ev=1.4689 orbital_gap_ev="4.644 / 4.655" spin_multiplicity=2 s2=0.755
W -0.415 1.356 0.679
C 3.027 1.146 -2.077
C 1.774 1.476 -1.333
N 1.173 0.562 -0.492
N 1.662 -0.664 -0.432
C 0.988 -1.527 0.219
O -0.219 -1.085 0.748
C 1.522 -2.854 0.557
C 2.599 -3.361 -0.178
C 3.157 -4.588 0.134
C 2.660 -5.347 1.190
C 1.596 -4.849 1.925
C 1.030 -3.618 1.615
C 1.064 2.621 -1.507
C 1.453 3.701 -2.378
C 0.574 4.673 -2.686
C -0.756 4.623 -2.141
C -1.067 3.648 -1.260
N -0.177 2.690 -0.855
H 3.509 0.275 -1.637
H 3.732 1.979 -2.035
H 2.818 0.922 -3.129
H 2.989 -2.767 -0.995
H 3.993 -4.954 -0.451
H 3.103 -6.303 1.439
H 1.201 -5.415 2.761
H 0.215 -3.236 2.216
H 2.452 3.700 -2.794
H 0.862 5.481 -3.350
H -1.509 5.348 -2.417
H -2.048 3.584 -0.812
O 3.169 3.257 1.930
C 1.971 3.044 2.091
O 1.297 2.209 1.392
C 1.228 3.757 3.190
C 1.977 4.234 4.262
C 1.390 4.925 5.308
C 0.018 5.156 5.269
C -0.735 4.685 4.210
C -0.153 3.969 3.150
S -1.236 3.514 1.852
H 3.043 4.047 4.240
H 1.988 5.279 6.140
H -0.469 5.697 6.073
H -1.806 4.849 4.186
S -3.925 1.355 1.026
C -2.393 1.355 0.881
C -2.939 -5.846 -2.065
C -2.684 -4.371 -2.248
C -3.693 -3.439 -2.038
C -3.446 -2.076 -2.153
C -2.180 -1.634 -2.496
C -1.160 -2.553 -2.720
C -1.418 -3.910 -2.597
S -1.788 0.108 -2.418
O -2.999 0.827 -2.733
O -0.661 0.288 -3.298
O -1.430 0.193 -0.984
H -4.007 -6.060 -2.019
H -2.487 -6.207 -1.138
H -2.511 -6.429 -2.883
H -4.685 -3.783 -1.762
H -4.224 -1.345 -1.966
H -0.172 -2.187 -2.971
H -0.616 -4.624 -2.756
I -0.328 0.443 3.439
C -1.307 -1.902 0.807
H -2.156 -1.431 1.275
H -1.432 -2.610 -0.004


(7)
28
Properties=species:S:1:pos:R:3 method="wB97M-V/def2-TZVPD" homo_energy_ev="-11.335 / -11.535" charge=+1 de_lowest_ev=1.9341 orbital_gap_ev="5.362 / 5.433" spin_multiplicity=2 s2=0.769
Ir 0.001 0.022 0.416
N 0.375 0.096 4.825
C 0.498 0.037 3.497
S -0.974 0.169 2.501
N 1.628 -0.115 2.885
N 1.650 -0.150 1.574
C 2.825 -0.319 0.915
C 2.736 -0.351 -0.467
C 3.832 -0.501 -1.359
C 3.611 -0.510 -2.705
C 2.293 -0.368 -3.185
C 1.260 -0.227 -2.290
N 1.443 -0.219 -0.966
H -0.532 0.211 5.243
H 1.185 0.017 5.415
H 3.742 -0.417 1.474
H 4.823 -0.603 -0.950
H 4.426 -0.624 -3.403
H 2.092 -0.372 -4.242
H 0.244 -0.118 -2.649
S -7.352 0.788 -2.622
C -5.981 0.651 -1.729
S -6.021 0.693 0.009
C -4.289 0.519 0.272
C -3.517 0.416 -0.874
S -1.830 0.318 -1.065
S -4.386 0.453 -2.397
S -3.785 0.506 1.875


(8)
32
Properties=species:S:1:pos:R:3 method="wB97M-V/def2-TZVPD" homo_energy_ev=-8.478 charge=0 smiles="C=CC[Si](C=C)(N(C)C)N(C)C" de_lowest_ev=0.0000 orbital_gap_ev=9.375 spin_multiplicity=1
C -1.847 -0.796 2.765
C -1.320 0.389 2.655
C 0.160 0.537 2.094
Si 0.164 0.236 0.097
C 0.474 2.117 -0.223
C 0.343 3.012 -1.259
N -1.174 -0.420 -0.717
C -2.533 0.110 -0.664
C -1.030 -1.612 -1.566
N 1.622 -0.505 -0.378
C 2.393 0.023 -1.519
C 2.388 -1.448 0.437
H -2.820 -0.964 3.192
H -1.188 -1.636 2.639
H -1.904 1.196 2.956
H 0.732 -0.262 2.607
H 0.473 1.515 2.613
H 1.088 2.403 0.616
H 0.644 4.030 -1.378
H -0.207 2.783 -2.084
H -2.866 0.859 0.045
H -2.875 0.588 -1.648
H -3.309 -0.709 -0.675
H -0.972 -1.308 -2.648
H 0.024 -1.915 -1.416
H -1.683 -2.403 -1.295
H 2.698 -0.845 -2.115
H 1.593 0.505 -2.037
H 3.067 0.701 -1.198
H 2.324 -2.504 -0.049
H 3.489 -1.128 0.444
H 2.004 -1.560 1.448


(9)
42
Properties=species:S:1:pos:R:3 method="wB97M-V/def2-TZVPD" homo_energy_ev=-8.431 charge=0 smiles="CCCc1ccc(OCCNC(=O)c2ccccc2Br)cc1" de_lowest_ev=0.0000 orbital_gap_ev=9.135 spin_multiplicity=1
C -2.553 4.628 0.289
C -3.565 4.117 1.307
C -2.890 3.627 2.595
C -2.017 2.432 2.340
C -2.576 1.175 2.165
C -1.795 0.064 1.896
C -0.416 0.199 1.797
O 0.456 -0.822 1.540
C -0.055 -2.130 1.389
C 1.139 -3.056 1.157
N 1.819 -2.729 -0.073
C 1.640 -3.460 -1.198
O 1.040 -4.512 -1.228
C 2.313 -2.875 -2.404
C 3.681 -2.626 -2.390
C 4.324 -2.156 -3.522
C 3.602 -1.923 -4.681
C 2.238 -2.154 -4.710
C 1.604 -2.633 -3.575
Br -0.277 -2.900 -3.623
C 0.157 1.458 1.969
C -0.636 2.555 2.236
H -1.861 3.837 0.011
H -1.982 5.457 0.701
H -3.060 4.974 -0.609
H -4.264 4.918 1.558
H -4.137 3.297 0.868
H -2.294 4.438 3.018
H -3.666 3.362 3.318
H -3.647 1.054 2.243
H -2.272 -0.895 1.767
H -0.594 -2.443 2.293
H -0.735 -2.182 0.528
H 0.795 -4.089 1.072
H 1.840 -2.961 1.991
H 2.196 -1.795 -0.136
H 4.240 -2.823 -1.487
H 5.387 -1.974 -3.499
H 4.099 -1.558 -5.567
H 1.665 -1.968 -5.605
H 1.229 1.552 1.892
H -0.174 3.522 2.369


(10)
13
Properties=species:S:1:pos:R:3 method="wB97M-V/def2-TZVPD" homo_energy_ev=-2.684 charge=-1 de_lowest_ev=5.3981 orbital_gap_ev=6.712 spin_multiplicity=1
C -0.341 1.490 -1.079
C -0.226 0.894 0.165
C -1.020 0.158 2.440
C 0.625 -1.416 -0.151
N 0.477 0.467 -1.686
N 0.767 -0.030 -0.342
O -1.797 -0.624 2.102
O -0.509 0.978 3.036
H -0.686 2.399 -1.609
H 1.080 -1.777 0.740
H -0.497 -1.561 -0.202
H 0.874 -1.760 -1.172
H 1.252 0.781 -2.242


(11)
20
Properties=species:S:1:pos:R:3 method="wB97M-V/def2-TZVPD" homo_energy_ev=-8.124 charge=0 smiles="C/C=C/N.C=CN=C" de_lowest_ev=2.3801 orbital_gap_ev=8.991 spin_multiplicity=1
C -0.157 1.774 -1.050
C 1.317 1.536 -1.212
C 1.837 0.384 -1.655
N 3.212 0.204 -1.920
H -0.706 0.893 -1.380
H -0.430 1.987 -0.016
H -0.487 2.615 -1.665
H 2.028 2.360 -1.173
H 1.219 -0.467 -1.930
H 3.530 -0.716 -1.650
H 3.807 0.894 -1.484
C -2.483 -2.224 2.125
C -2.418 -0.927 1.839
N -1.523 -0.285 0.968
C -0.291 -0.563 1.117
H -1.762 -2.918 1.704
H -3.206 -2.638 2.813
H -3.154 -0.229 2.239
H 0.407 -0.412 0.304
H 0.089 -0.989 2.053